[1]
Below is a cluster of 9 separate species, C41H96N4O9 in total, with properties calculated with wB97M-V/def2-TZVPD.

Each line ends with the Löwdin charge.
Atoms and positions in Å:
O  -6.821  -23.680  -22.211  0.00
O  -2.941  -22.888  -26.086  -0.14
O  -3.650  -23.104  -23.145  -0.12
O  -0.313  -24.161  -25.756  -0.13
O  3.099  -21.908  -17.800  -0.03
O  -3.574  -24.706  -15.773  0.00
O  -1.816  -27.192  -24.357  -0.12
O  -1.756  -25.599  -21.870  -0.12
O  -5.756  -16.765  -21.802  0.00
N  -5.341  -17.079  -20.444  -0.08
N  -7.561  -23.539  -23.313  -0.16
N  -4.820  -24.161  -15.972  -0.16
N  1.778  -21.632  -17.856  -0.11
C  -2.956  -16.509  -20.763  -0.03
C  -4.624  -19.438  -20.723  -0.06
C  -4.022  -16.462  -18.372  -0.10
C  -8.774  -24.692  -25.162  -0.15
C  -5.545  -18.480  -20.036  -0.48
C  -6.163  -26.283  -15.783  -0.03
C  -4.782  -24.874  -18.373  -0.04
C  -0.563  -20.071  -18.448  -0.16
C  -9.673  -23.463  -25.417  -0.15
C  -9.003  -21.593  -22.707  -0.03
C  -8.686  -22.331  -25.153  -0.15
C  0.294  -23.831  -24.532  -0.13
C  -8.036  -22.224  -23.701  -0.47
C  -5.824  -24.848  -15.308  -0.50
C  -0.228  -21.340  -19.298  -0.13
C  -4.085  -17.939  -18.004  -0.18
C  -7.070  -25.937  -23.895  -0.03
C  -6.841  -21.264  -23.893  -0.04
C  -3.193  -22.553  -27.420  -0.15
C  1.722  -20.780  -15.513  -0.07
C  -9.278  -25.133  -22.759  -0.01
C  -3.168  -21.989  -22.497  -0.16
C  -7.442  -23.718  -16.992  -0.17
C  -6.301  -22.980  -17.698  -0.12
C  -7.004  -19.080  -20.203  -0.03
C  -4.555  -14.781  -20.027  -0.06
C  1.486  -20.406  -16.967  -0.47
C  -3.000  -26.642  -24.912  -0.15
C  1.248  -23.211  -19.700  -0.06
C  1.253  -21.731  -19.306  -0.43
C  -7.153  -24.033  -15.503  -0.12
C  -5.558  -24.835  -13.711  -0.02
C  -4.928  -23.706  -17.370  -0.42
C  -5.348  -18.656  -18.515  -0.13
C  2.331  -19.139  -17.190  -0.04
C  -1.680  -25.767  -20.481  -0.14
C  -8.108  -24.836  -23.782  -0.48
C  2.116  -20.810  -20.339  0.00
C  -4.226  -16.274  -19.954  -0.50
C  -3.804  -22.562  -17.613  -0.02
C  -0.028  -20.130  -17.027  -0.16
H  -7.437  -19.127  -21.202  0.06
H  -9.996  -24.315  -22.811  0.06
H  -9.386  -25.589  -25.249  0.11
H  -2.768  -22.900  -17.615  0.06
H  -7.933  -24.649  -15.055  0.11
H  1.337  -23.543  -24.667  0.09
H  -5.646  -23.842  -13.270  0.07
H  -3.195  -24.001  -15.241  0.11
H  1.325  -20.030  -14.829  0.09
H  -7.479  -24.655  -17.547  0.09
H  -6.347  -23.017  -18.786  0.11
H  -6.307  -21.053  -22.966  0.07
H  1.210  -21.674  -15.158  0.08
H  -6.789  -26.751  -15.023  0.08
H  -3.183  -16.418  -21.825  0.08
H  -0.123  -19.215  -18.961  0.11
H  -8.646  -21.802  -21.698  0.08
H  2.447  -18.813  -18.224  0.06
H  -4.435  -19.186  -21.766  0.09
H  2.792  -20.841  -15.315  0.08
H  -4.688  -25.401  -13.378  0.07
H  -3.233  -23.240  -23.999  0.05
H  2.281  -23.501  -19.890  0.08
H  -9.934  -23.378  -26.472  0.11
H  -4.131  -23.053  -27.662  0.07
H  2.043  -21.217  -21.347  0.07
H  -3.430  -25.935  -24.203  0.06
H  -2.192  -15.737  -20.671  0.08
H  -9.723  -26.078  -23.072  0.08
H  -0.853  -22.147  -18.914  0.10
H  -8.892  -25.180  -21.741  0.08
H  1.889  -19.744  -20.322  0.07
H  -8.012  -24.838  -25.928  0.12
H  -6.399  -25.311  -13.206  0.07
H  3.164  -21.028  -20.131  0.07
H  -7.679  -18.475  -19.596  0.08
H  -0.302  -23.132  -23.945  0.07
H  -7.668  -26.823  -24.108  0.09
H  -3.509  -21.989  -21.462  0.07
H  -3.802  -27.353  -25.108  0.08
H  -6.195  -18.244  -17.966  0.12
H  -6.367  -25.745  -24.705  0.08
H  -3.675  -19.539  -20.196  0.07
H  -0.896  -26.421  -20.098  0.09
H  -4.656  -14.638  -21.102  0.07
H  -1.621  -19.837  -18.324  0.08
H  -0.486  -20.949  -16.472  0.11
H  -6.185  -21.981  -17.277  0.10
H  -3.505  -21.065  -22.966  0.08
H  -3.969  -21.888  -16.772  0.08
H  -9.003  -20.504  -22.737  0.07
H  -6.027  -21.631  -24.519  0.08
H  -6.572  -26.352  -16.791  0.06
H  1.967  -18.195  -16.784  0.09
H  -5.304  -19.715  -18.263  0.10
H  -2.377  -22.970  -28.010  0.09
H  -3.819  -14.061  -19.669  0.09
H  -4.260  -24.531  -19.266  0.06
H  -2.115  -23.377  -26.077  0.03
H  -2.436  -17.442  -20.546  0.07
H  -5.896  -23.655  -22.467  0.08
H  -1.334  -24.845  -20.014  0.06
H  3.105  -22.761  -17.359  0.11
H  -6.646  -16.441  -21.648  0.10
H  -5.657  -25.417  -18.733  0.08
H  -4.787  -15.901  -17.836  0.11
H  -4.128  -18.060  -16.921  0.11
H  -6.528  -26.085  -22.961  0.08
H  -2.444  -24.957  -22.059  0.06
H  0.202  -24.753  -23.958  0.08
H  -2.754  -25.983  -25.746  0.07
H  -5.528  -14.538  -19.598  0.08
H  -4.999  -20.453  -20.587  0.07
H  -4.128  -25.665  -18.006  0.07
H  -8.415  -23.236  -17.078  0.11
H  -0.338  -19.299  -16.393  0.12
H  -10.488  -23.231  -24.733  0.10
H  3.389  -19.307  -16.988  0.08
H  -2.086  -22.079  -22.405  0.07
H  -7.105  -20.100  -19.833  0.07
H  -7.139  -23.081  -14.971  0.11
H  -10.020  -21.953  -22.861  0.07
H  0.708  -23.427  -20.621  0.08
H  0.075  -25.004  -25.999  0.09
H  -7.101  -20.376  -24.468  0.09
H  -0.451  -21.085  -20.334  0.11
H  -3.143  -18.469  -18.148  0.08
H  -1.638  -26.740  -23.529  0.03
H  -2.628  -26.128  -20.083  0.07
H  -3.070  -16.003  -18.103  0.12
H  0.921  -23.986  -19.007  0.08
H  -7.835  -22.348  -25.833  0.11
H  -3.453  -21.510  -27.599  0.08
H  -9.142  -21.373  -25.404  0.11
H  -5.338  -26.956  -16.014  0.08
H  -3.963  -21.964  -18.511  0.06

As for the spin multiplicity: 1. Its total charge is 0. The structure (SMILES) is CC1(C)CCCC(C)(C)N1O.CC1(C)CCCC(C)(C)N1O.CC1(C)CCCC(C)(C)N1O.CC1(C)CCCC(C)(C)N1O.CO.CO.CO.CO.CO.



[2]
Below is a cluster of 10 separate species, C41H99N3O10 in total, with properties calculated with wB97M-V/def2-TZVPD.

Each line ends with the Löwdin charge.
Atoms and positions in Å:
O  5.571  -3.725  7.899  -0.01
O  -2.740  -9.190  6.800  -0.07
O  -4.477  -6.868  4.015  -0.07
O  -4.498  -3.354  3.021  -0.10
O  1.596  -9.048  0.596  -0.04
O  1.842  -11.222  3.330  0.00
O  -1.333  -4.901  2.764  -0.10
O  -2.474  -6.696  1.130  -0.08
O  -3.121  -10.152  4.279  -0.06
O  -0.634  -1.254  1.514  -0.06
N  2.119  -8.695  -0.632  -0.10
N  4.429  -4.591  8.242  -0.07
N  3.174  -10.937  3.646  -0.10
C  3.193  -4.390  7.423  -0.45
C  4.817  -5.976  8.485  -0.46
C  0.466  -5.992  3.847  -0.06
C  3.935  -7.485  -1.789  -0.12
C  3.720  -13.044  2.536  -0.03
C  3.041  -9.971  5.965  -0.01
C  1.175  -2.214  2.633  -0.10
C  3.922  -8.624  -2.886  -0.16
C  -4.665  -5.300  5.865  -0.05
C  -1.551  -6.917  0.116  -0.31
C  -3.858  -2.074  3.215  -0.27
C  -1.437  -9.227  7.162  -0.40
C  -2.076  -10.435  3.436  -0.28
C  2.494  -9.187  -2.894  -0.15
C  0.686  -1.036  1.832  -0.35
C  -0.501  -5.809  0.062  -0.05
C  -4.377  -6.775  5.416  -0.31
C  0.339  -9.956  -1.790  -0.01
C  -1.094  -9.190  3.268  -0.05
C  -3.951  -1.587  4.688  -0.08
C  4.083  -12.066  3.723  -0.51
C  2.536  -3.027  7.574  -0.07
C  -1.181  -8.679  8.532  -0.06
C  3.687  -6.899  8.956  -0.14
C  2.517  -11.105  -1.210  -0.02
C  5.513  -6.540  7.170  -0.02
C  2.670  -8.561  3.883  -0.03
C  3.385  -4.509  5.924  -0.05
C  3.405  -9.745  4.498  -0.44
C  2.021  -5.404  7.850  -0.11
C  3.405  -7.953  -0.423  -0.48
C  5.977  -10.531  4.488  -0.19
C  2.525  -6.793  8.088  -0.24
C  -1.026  -5.614  3.910  -0.30
C  5.929  -5.966  9.625  -0.03
C  4.512  -8.725  0.275  -0.01
C  1.906  -9.751  -1.590  -0.49
C  3.999  -13.002  4.947  -0.04
C  5.528  -11.674  3.606  -0.15
C  3.082  -6.676  0.333  -0.04
C  4.962  -9.407  4.424  -0.10
H  6.756  -5.375  9.231  0.07
H  2.950  -13.276  5.050  0.08
H  6.148  -5.811  6.668  0.08
H  3.344  -6.618  -2.086  0.11
H  5.174  -9.183  -0.459  0.08
H  5.145  -8.259  1.031  0.09
H  4.349  -12.433  5.808  0.06
H  5.058  -8.948  3.440  0.10
H  1.158  -5.291  7.194  0.12
H  2.751  -8.505  2.797  0.06
H  5.546  -11.325  2.573  0.12
H  0.870  -0.153  2.443  0.11
H  1.516  -2.993  7.190  0.09
H  -1.180  -7.934  0.243  0.10
H  0.116  -6.353  -0.652  0.07
H  4.701  -6.827  6.502  0.04
H  4.650  -9.411  -2.689  0.09
H  -1.074  -10.254  7.109  0.11
H  2.168  -2.052  3.053  0.07
H  -2.836  -2.021  2.839  0.08
H  2.286  -9.602  0.970  0.05
H  0.064  -10.721  -2.516  0.08
H  2.539  -10.015  -3.602  0.11
H  -5.531  -5.321  6.527  0.07
H  4.147  -8.337  -3.913  0.11
H  2.283  -11.253  -0.156  0.07
H  6.358  -6.967  9.670  0.08
H  4.018  -9.458  0.912  0.06
H  3.416  -6.640  9.979  0.13
H  -2.473  -10.562  2.429  0.11
H  -3.853  -9.724  3.830  0.10
H  -0.092  -9.013  -2.127  0.07
H  3.197  -2.205  7.301  0.08
H  -1.688  -6.480  3.930  0.08
H  3.546  -10.794  6.470  0.07
H  5.561  -5.550  10.563  0.08
H  -3.523  -2.263  5.428  0.06
H  2.743  -4.056  5.168  0.07
H  -0.524  -9.007  4.179  0.05
H  -1.582  -5.491  2.049  0.01
H  -4.067  -4.113  3.420  0.04
H  2.013  -10.284  6.149  0.08
H  0.058  -5.702  0.992  0.05
H  6.308  -7.282  7.244  0.08
H  -5.028  -4.870  4.931  0.06
H  -0.939  -8.753  6.316  0.10
H  2.615  -6.943  1.281  0.06
H  -1.796  -7.780  8.560  0.08
H  -1.990  -6.984  -0.880  0.11
H  -1.431  -11.274  3.699  0.11
H  6.226  -12.493  3.774  0.13
H  4.974  -7.161  -1.844  0.12
H  -0.069  -10.370  -0.868  0.07
H  0.474  -2.393  3.448  0.07
H  6.925  -10.098  4.167  0.11
H  4.336  -4.029  5.695  0.09
H  -4.395  -1.358  2.593  0.10
H  -0.892  -4.853  -0.285  0.09
H  2.951  -7.570  4.240  0.09
H  -3.204  -0.801  4.803  0.06
H  -3.383  -7.092  5.733  0.08
H  -4.938  -1.213  4.958  0.07
H  3.886  -12.572  1.568  0.07
H  2.716  -7.176  7.085  0.08
H  2.669  -13.319  2.439  0.07
H  5.315  -8.669  5.145  0.10
H  -2.745  -9.424  5.869  0.03
H  1.562  -11.830  4.019  0.09
H  4.202  -14.022  2.506  0.08
H  0.351  -6.833  4.531  0.05
H  -4.576  -7.768  3.695  0.06
H  0.840  -6.491  2.953  0.06
H  3.489  -5.521  5.532  0.06
H  -0.536  -9.228  2.333  0.07
H  3.591  -11.088  -1.392  0.08
H  -0.684  -1.984  0.892  0.09
H  1.309  -0.906  0.947  0.11
H  4.623  -13.892  4.866  0.09
H  3.262  -9.048  6.500  0.06
H  1.181  -5.241  4.184  0.06
H  -3.767  -4.966  6.384  0.07
H  3.870  -5.936  0.474  0.10
H  3.945  -7.952  9.066  0.13
H  -1.771  -8.357  3.082  0.05
H  -3.240  -7.239  0.931  0.11
H  -1.219  -4.998  4.788  0.11
H  1.624  -7.341  8.365  0.10
H  1.146  -3.192  2.153  0.06
H  1.957  -8.469  -3.515  0.12
H  1.599  -8.763  3.875  0.05
H  2.345  -6.060  -0.182  0.07
H  6.340  -10.868  5.459  0.11
H  -5.105  -7.367  5.970  0.11
H  1.577  -5.171  8.817  0.12
H  -1.737  -9.238  9.285  0.08
H  5.437  -3.091  8.607  0.10
H  -0.115  -8.640  8.756  0.06
H  2.337  -2.664  8.582  0.08
H  2.124  -11.973  -1.739  0.09

As for the spin multiplicity: 1. Its total charge is 0. The structure (SMILES) is CC1(C)CCCC(C)(C)N1O.CC1(C)CCCC(C)(C)N1O.CC1(C)CCCC(C)(C)N1O.CCO.CCO.CCO.CCO.CCO.CCO.CCO.



Taking the records one at a time from the top gives gap between HOMO and LUMO values of 7.9; 8.6 eV.
Taking the records one at a time from the top gives energy relative to the best compared isomer or geometry (same formula, charge and spin) values of 195.6; 384.6 kJ/mol.